Density functional theory data (wB97M-V/def2-TZVPD) for a 7-piece molecular cluster, C22H39BN2O28S6 overall at a distorted geometry.

Last columns: bonded neighbours and bond lengths (Å).
CARTESIAN COORDINATES (ANGSTROEM)
1 C -3.561 -1.496 -0.121  N2 1.468, H18 1.091, H19 1.084, H20 1.090
2 N -2.185 -1.671 0.360  C1 1.468, C3 1.471, B4 1.455
3 C -2.106 -1.183 1.745  N2 1.471, H21 1.090, H22 1.087, H23 1.088
4 B -1.213 -1.022 -0.507  N2 1.455, O5 1.393, N6 1.453
5 O -1.607 -0.038 -1.410  B4 1.393, H24 0.963
6 N 0.190 -1.395 -0.452  B4 1.453, C7 1.454, C15 1.433
7 C 0.895 -1.351 -1.723  N6 1.454, O8 1.425, H25 1.086, H26 1.085
8 O 2.032 -0.493 -1.745  C7 1.425, C9 1.377
9 C 1.812 0.738 -1.169  O8 1.377, C10 1.391, C14 1.389
10 C 2.096 0.985 0.171  C9 1.391, C11 1.387, H27 1.078
11 C 1.846 2.240 0.707  C10 1.387, C12 1.391, H28 1.080
12 C 1.318 3.258 -0.081  C11 1.391, C13 1.391, H29 1.078
13 C 1.063 3.023 -1.428  C12 1.391, C14 1.391, H30 1.078
14 C 1.313 1.763 -1.961  C9 1.389, C13 1.391, H31 1.080
15 C 0.461 -2.613 0.255  N6 1.433, O16 1.187, O17 1.337
16 O 0.065 -3.668 -0.119  C15 1.187
17 O 1.187 -2.520 1.373  C15 1.337, H32 0.965
18 H -3.905 -0.468 -0.004  C1 1.091
19 H -3.673 -1.846 -1.140  C1 1.084
20 H -4.215 -2.112 0.498  C1 1.090
21 H -1.107 -0.833 2.007  C3 1.090
22 H -2.358 -1.979 2.441  C3 1.087
23 H -2.818 -0.383 1.937  C3 1.088
24 H -1.394 0.839 -1.074  O5 0.963
25 H 1.264 -2.350 -1.935  C7 1.086
26 H 0.215 -1.095 -2.530  C7 1.085
27 H 2.489 0.166 0.751  C10 1.078
28 H 2.068 2.410 1.750  C11 1.080
29 H 1.119 4.214 0.375  C12 1.078
30 H 0.677 3.815 -2.050  C13 1.078
31 H 1.111 1.592 -3.008  C14 1.080
32 H 1.939 -1.921 1.278  O17 0.965
33 C -2.017 -0.697 6.741  C34 1.513, O39 1.432, H40 1.092, H41 1.087
34 C -2.044 -2.133 6.266  C33 1.513, O35 1.440, H42 1.086, H43 1.092
35 O -3.432 -2.374 5.968  C34 1.440, S36 1.601
36 S -4.105 -1.027 5.424  O35 1.601, O37 1.418, O38 1.416, O39 1.598
37 O -4.097 -1.033 4.006  S36 1.418
38 O -5.288 -0.783 6.164  S36 1.416
39 O -2.958 -0.021 5.899  C33 1.432, S36 1.598
40 H -2.353 -0.610 7.777  C33 1.092
41 H -1.036 -0.241 6.634  C33 1.087
42 H -1.696 -2.835 7.017  C34 1.086
43 H -1.467 -2.263 5.348  C34 1.092
44 C -0.120 -4.986 -4.276  C45 1.512, O50 1.439, H51 1.092, H52 1.084
45 C -1.554 -4.774 -4.707  C44 1.512, O46 1.437, H53 1.086, H54 1.093
46 O -1.535 -3.514 -5.399  C45 1.437, S47 1.601
47 S -0.131 -3.338 -6.149  O46 1.601, O48 1.420, O49 1.418, O50 1.597
48 O -0.272 -3.721 -7.508  S47 1.420
49 O 0.410 -2.078 -5.788  S47 1.418
50 O 0.658 -4.495 -5.381  C44 1.439, S47 1.597
51 H 0.119 -4.396 -3.389  C44 1.092
52 H 0.111 -6.029 -4.092  C44 1.084
53 H -2.244 -4.729 -3.869  C45 1.086
54 H -1.881 -5.544 -5.410  C45 1.093
55 C -2.892 5.773 -2.646  C56 1.515, O61 1.436, H62 1.091, H63 1.086
56 C -2.937 7.112 -1.937  C55 1.515, O57 1.435, H64 1.086, H65 1.092
57 O -2.965 6.772 -0.543  C56 1.435, S58 1.601
58 S -2.123 5.432 -0.300  O57 1.601, O59 1.421, O60 1.414, O61 1.598
59 O -0.820 5.796 0.133  S58 1.421
60 O -2.924 4.520 0.423  S58 1.414
61 O -2.031 4.967 -1.826  C55 1.436, S58 1.598
62 H -3.876 5.303 -2.681  C55 1.091
63 H -2.484 5.842 -3.650  C55 1.086
64 H -3.817 7.696 -2.192  C56 1.086
65 H -2.037 7.699 -2.133  C56 1.092
66 C 2.044 2.423 5.166  C67 1.513, O72 1.437, H73 1.091, H74 1.087
67 C 3.528 2.180 5.324  C66 1.513, O68 1.439, H75 1.085, H76 1.092
68 O 3.619 0.806 5.743  C67 1.439, S69 1.599
69 S 2.440 -0.037 5.067  O68 1.599, O70 1.418, O71 1.419, O72 1.595
70 O 2.931 -0.672 3.898  S69 1.418
71 O 1.766 -0.756 6.088  S69 1.419
72 O 1.541 1.198 4.607  C66 1.437, S69 1.595
73 H 1.555 2.593 6.127  C66 1.091
74 H 1.830 3.252 4.497  C66 1.087
75 H 3.987 2.829 6.063  C67 1.085
76 H 4.054 2.279 4.372  C67 1.092
77 C 2.098 7.342 1.319  C78 1.515, O83 1.436, H84 1.090, H85 1.086
78 C 2.062 8.682 2.026  C77 1.515, O79 1.437, H86 1.086, H87 1.092
79 O 2.032 8.343 3.422  C78 1.437, S80 1.597
80 S 2.866 7.003 3.666  O79 1.597, O81 1.417, O82 1.419, O83 1.597
81 O 4.176 7.320 4.103  S80 1.417
82 O 2.045 6.102 4.393  S80 1.419
83 O 2.952 6.533 2.142  C77 1.436, S80 1.597
84 H 1.115 6.873 1.280  C77 1.090
85 H 2.508 7.411 0.315  C77 1.086
86 H 1.187 9.272 1.769  C78 1.086
87 H 2.966 9.263 1.833  C78 1.092
88 C 1.939 -9.328 -7.382  C89 1.514, O94 1.434, H95 1.092, H96 1.086
89 C 0.473 -9.201 -7.025  C88 1.514, O90 1.436, H97 1.086, H98 1.092
90 O 0.441 -9.405 -5.604  C89 1.436, S91 1.601
91 S 1.780 -8.825 -4.946  O90 1.601, O92 1.420, O93 1.414, O94 1.598
92 O 1.526 -7.516 -4.457  S91 1.420
93 O 2.350 -9.825 -4.124  S91 1.414
94 O 2.624 -8.690 -6.296  C88 1.434, S91 1.598
95 H 2.254 -10.372 -7.426  C88 1.092
96 H 2.188 -8.831 -8.316  C88 1.086
97 H -0.148 -9.942 -7.518  C89 1.086
98 H 0.093 -8.200 -7.242  C89 1.092

* net charge: 0
* E_LUMO: 0.002 hartree
* HOMO-LUMO gap: 8.493 eV
* maximum force: 1.27 eV/Å
* E_tot: -149441.2012 eV

Atom charges from the Mulliken analysis, given in e for atoms 1 to 6: -1.05, -0.19, -1.22, 0.47, -0.56, 0.78